[1]
The following is a DFT calculation (wB97M-V/def2-TZVPD) of a 2-piece molecular cluster, C5H11ClN2 overall at a distorted geometry.

LUMO energy (alpha / beta)   -0.85 / -0.03 eV
E   -766.67363 Ha

The geometry in ORCA input format:
```
! wB97M-V def2-TZVPD RIJCOSX def2/J DEFGRID3
* xyz 0 1
C 1.714 0.376 -0.067
C -1.030 0.072 1.457
C -0.469 -1.716 -0.247
C -1.452 0.504 -1.037
C -0.786 -0.279 0.031
N 2.331 -0.641 -0.170
N 1.632 1.697 0.033
Cl 4.233 -0.640 -0.352
H -0.230 -0.305 2.089
H -1.957 -0.410 1.788
H -1.136 1.143 1.609
H -0.802 -2.352 0.575
H 0.614 -1.867 -0.332
H -0.917 -2.058 -1.177
H -2.440 0.066 -1.220
H -1.602 1.543 -0.753
H -0.904 0.450 -1.976
H 0.747 2.150 -0.132
H 2.454 2.268 -0.120
*
```

[2]
The following is a DFT calculation (wB97M-V/def2-TZVPD) of one molecule with the formula C4H8O2.

LUMO energy   0.99 eV
E   -307.62286 Ha

The geometry in ORCA input format:
```
! wB97M-V def2-TZVPD RIJCOSX def2/J DEFGRID3
* xyz 0 1
C 1.589 -0.262 -0.927
O 0.218 -0.065 -1.207
C -0.691 -0.515 -0.244
C -0.428 -0.362 1.231
C -1.354 0.591 0.528
O -0.882 1.872 0.265
H 1.784 -1.278 -0.562
H 1.954 0.462 -0.182
H 2.125 -0.095 -1.865
H -1.272 -1.376 -0.574
H 0.518 0.055 1.563
H -0.847 -1.116 1.890
H -2.424 0.550 0.723
H -0.391 1.799 -0.574
*
```

[3]
The following is a DFT calculation (wB97M-V/def2-TZVPD) of one molecule with the formula C15H20FNO7S.

LUMO energy   0.30 eV
E   -1663.06041 Ha

The geometry in ORCA input format:
```
! wB97M-V def2-TZVPD RIJCOSX def2/J DEFGRID3
* xyz 0 1
C 1.132 1.461 5.092
O 1.387 1.087 3.735
C 2.346 0.153 3.581
O 2.970 -0.299 4.502
C 2.487 -0.241 2.149
C 1.407 -0.085 1.294
C 1.455 -0.502 -0.027
N 0.359 -0.349 -0.909
C -0.864 -0.929 -0.666
O -1.153 -1.470 0.374
C -1.872 -0.745 -1.810
C -2.663 0.535 -1.558
C -3.665 0.785 -2.673
S -4.703 2.203 -2.398
C -3.599 3.588 -2.473
O -5.599 2.302 -3.519
O -5.223 2.129 -1.057
O -2.782 -1.801 -1.878
C -2.182 -3.046 -2.188
C 2.642 -1.045 -0.475
F 2.721 -1.434 -1.764
C 3.757 -1.189 0.324
C 3.685 -0.794 1.657
O 4.728 -0.884 2.499
C 5.934 -1.444 2.013
H 0.337 2.199 5.049
H 0.821 0.595 5.674
H 2.026 1.887 5.544
H 0.493 0.347 1.673
H 0.585 -0.151 -1.871
H -1.321 -0.664 -2.763
H -3.186 0.433 -0.607
H -1.959 1.365 -1.468
H -3.192 0.927 -3.647
H -4.372 -0.041 -2.755
H -4.230 4.467 -2.351
H -2.880 3.533 -1.659
H -3.111 3.610 -3.445
H -2.987 -3.770 -2.287
H -1.633 -2.989 -3.135
H -1.506 -3.369 -1.393
H 4.651 -1.608 -0.111
H 6.622 -1.435 2.853
H 5.785 -2.474 1.678
H 6.349 -0.848 1.196
*
```

[4]
The following is a DFT calculation (wB97M-V/def2-TZVPD) of C38H46F6N9O5PbS3 as an isolated structure.

LUMO energy   1.93 eV
E   -4331.28398 Ha

The geometry in ORCA input format:
```
! wB97M-V def2-TZVPD RIJCOSX def2/J DEFGRID3
* xyz -1 1
Pb 0.274 -1.110 -0.353
F -1.446 -7.357 1.203
C -1.681 -6.047 1.138
F -1.844 -5.707 -0.140
F -2.817 -5.789 1.793
S -0.296 -5.098 1.908
O -0.694 -3.722 1.783
O -0.196 -5.659 3.224
N 0.975 -5.524 1.090
S 1.240 -5.164 -0.421
O 1.157 -6.316 -1.266
O 0.626 -3.946 -0.894
C 3.050 -4.811 -0.327
F 3.319 -3.868 0.575
F 3.487 -4.399 -1.520
F 3.722 -5.916 0.004
C -0.182 1.022 4.061
C 1.099 0.785 4.855
N 1.525 -0.607 4.879
C 1.092 -1.429 5.998
C -0.136 -2.291 5.734
C 2.187 -1.078 3.764
C 2.664 -2.506 3.757
N 2.362 -0.249 2.804
H -0.447 2.083 4.073
H -1.018 0.459 4.480
H -0.025 0.714 3.028
H 0.969 1.108 5.890
H 1.904 1.368 4.404
H 0.870 -0.742 6.817
H 1.917 -2.057 6.340
H -0.952 -1.685 5.336
H -0.475 -2.753 6.665
H 0.068 -3.082 5.024
H 3.011 -2.843 4.732
H 3.479 -2.602 3.043
H 1.867 -3.169 3.441
H 2.879 -0.653 2.031
C -3.957 -0.201 2.060
C -2.630 -0.377 1.716
N -2.138 0.011 0.539
C -2.948 0.591 -0.338
C -4.311 0.802 -0.092
C -4.806 0.382 1.136
C -5.214 1.285 -1.150
C -4.916 2.071 -2.185
C -3.708 2.898 -2.366
C -3.117 3.048 -3.611
C -2.044 3.917 -3.697
N -1.599 4.614 -2.654
C -2.225 4.380 -1.505
N -3.239 3.556 -1.296
H -4.321 -0.540 3.021
H -1.934 -0.876 2.382
H -2.498 0.823 -1.297
H -5.860 0.503 1.361
H -6.208 0.849 -1.130
H -5.641 2.153 -2.988
H -3.448 2.472 -4.465
H -1.519 4.063 -4.633
H -1.867 4.933 -0.642
C 0.264 2.735 -0.073
S 1.633 2.317 1.034
O 2.777 1.949 0.155
C 1.917 4.034 1.518
C 2.925 4.739 0.885
C 3.152 6.063 1.236
C 2.379 6.666 2.220
C 1.378 5.945 2.859
C 1.149 4.621 2.513
H 0.591 3.523 -0.752
H -0.582 3.060 0.533
H 0.001 1.838 -0.641
H 3.512 4.234 0.127
H 3.936 6.624 0.744
H 2.559 7.698 2.493
H 0.784 6.412 3.634
H 0.373 4.048 3.008
C -2.504 -1.895 -3.047
C -1.898 -0.796 -3.871
C -2.378 -0.512 -5.137
C -1.809 0.475 -5.939
C -0.717 1.174 -5.437
C -0.206 0.939 -4.169
C 0.999 1.703 -3.683
C -0.798 -0.053 -3.320
N -0.345 -0.279 -2.089
H -3.208 -2.481 -3.639
H -3.031 -1.500 -2.172
H -1.728 -2.560 -2.657
H -3.218 -1.088 -5.518
H -2.186 0.669 -6.936
H -0.238 1.929 -6.057
H 1.748 1.793 -4.475
H 1.446 1.196 -2.827
H 0.739 2.719 -3.364
C 1.665 -2.452 -3.716
C 2.688 -1.740 -2.903
N 2.576 -1.343 -1.655
C 3.765 -0.735 -1.321
C 4.613 -0.772 -2.380
N 3.913 -1.415 -3.380
H 1.212 -3.244 -3.122
H 2.119 -2.883 -4.609
H 0.873 -1.763 -4.013
H 3.911 -0.276 -0.358
H 5.613 -0.404 -2.517
H 4.248 -1.628 -4.302
*
```